Computed, not measured: C18H14BrN3O6SeV as an isolated structure in a non-equilibrium geometry, with ωB97M-V with the def2-TZVPD basis set.

Computed properties:
E = -196715.4814 eV
energy above the lowest of the compared OMol25 structures with the same formula, charge and spin = 0.247 eV
2S+1 = 1
LUMO energy = -0.2311 Eh
Kohn-Sham gap = 5.899 eV
net charge = +1
highest occupied orbital energy = -0.4479 hartree

Structure (XYZ):
```
44
Properties=species:S:1:pos:R:3:forces:R:3:mulliken_charge:R:1
V -0.108 0.359 0.838 1.5 -0.2 0.2 1.111
Br -2.848 -1.755 5.104 0.0 0.0 0.0 -0.100
C -3.012 -2.507 3.379 0.0 0.0 0.1 0.159
C -4.083 -3.363 3.113 0.0 0.0 0.0 -0.373
C -4.184 -3.909 1.849 0.0 0.0 0.0 -0.433
C -3.224 -3.588 0.895 -0.1 0.0 0.1 -0.685
C -2.221 -2.724 1.284 0.1 0.1 0.0 0.587
N -2.097 -2.187 2.499 -0.1 0.0 0.0 -0.256
C -1.195 -2.359 0.284 0.4 0.2 0.0 0.300
O -0.994 -2.822 -0.780 0.0 0.1 -0.1 -0.477
O -0.329 -1.292 0.741 -0.8 -1.4 -0.1 -0.435
H -4.807 -3.586 3.883 0.0 0.0 0.0 0.413
H -4.998 -4.577 1.606 0.0 0.0 0.0 0.449
H -3.249 -3.988 -0.108 0.0 0.0 0.0 0.444
C 1.869 -0.703 -1.256 -0.1 0.0 0.2 -1.021
N 1.495 0.281 -0.200 0.1 0.4 -0.2 0.177
C 2.353 1.310 -0.011 -0.1 -0.2 0.0 -0.080
C 2.134 2.028 1.123 -0.1 -0.1 0.2 0.316
C 2.666 3.169 1.770 0.0 0.0 0.0 -0.972
C 1.918 3.360 2.903 0.0 0.1 0.0 -0.592
C 0.924 2.350 2.932 0.0 -0.1 -0.1 -0.096
N 1.060 1.536 1.892 0.3 0.3 0.2 0.266
C 1.841 -0.058 -2.617 0.1 0.0 -0.1 0.710
C 2.982 -0.072 -3.409 0.0 0.1 0.0 -0.417
C 2.963 0.499 -4.676 0.0 0.0 0.0 -0.640
C 1.805 1.095 -5.149 0.0 0.0 0.0 -0.405
C 0.663 1.117 -4.358 0.0 0.0 0.0 -0.793
C 0.680 0.541 -3.098 -0.1 0.0 0.0 -0.118
H 1.181 -1.541 -1.189 0.0 0.0 0.0 0.234
H 2.874 -1.063 -1.031 0.0 -0.1 0.0 0.461
H 3.154 1.503 -0.715 0.0 0.0 0.0 0.527
H 3.495 3.764 1.421 0.0 0.0 0.0 0.479
H 2.036 4.134 3.643 0.0 0.0 0.0 0.477
H 0.138 2.205 3.657 0.0 0.0 0.0 0.524
H 3.889 -0.540 -3.042 0.0 0.0 0.0 0.391
H 3.853 0.475 -5.291 0.0 0.0 0.0 0.389
H 1.790 1.543 -6.133 0.0 0.0 0.0 0.396
H -0.243 1.578 -4.726 0.0 0.0 0.0 0.414
H -0.220 0.557 -2.495 0.0 0.0 0.0 0.302
O -0.988 1.457 -0.140 -0.7 0.3 -0.3 -0.352
Se -2.165 1.977 1.167 -0.9 0.6 0.1 1.301
O -3.622 1.561 0.682 0.6 0.2 0.2 -0.561
O -1.429 0.782 2.154 -0.1 0.4 -0.3 -0.480
O -1.746 3.454 1.604 -0.2 -0.7 -0.2 -0.541
```
Positions in Å, forces in eV/Å.

Computed, not measured: C6H10O as an isolated structure, with ωB97M-V with the def2-TZVPD basis set.

Computed properties:
E = -8430.5365 eV
energy above the lowest of the compared OMol25 structures with the same formula, charge and spin = 0.704 eV
2S+1 = 1
LUMO energy = 0.0389 Eh
Kohn-Sham gap = 10.664 eV
net charge = 0
highest occupied orbital energy = -0.3530 hartree

Structure (XYZ):
```
17
Properties=species:S:1:pos:R:3:forces:R:3:mulliken_charge:R:1
C 2.038 0.411 0.173 0.0 0.0 0.0 -1.511
C 0.584 0.056 -0.019 0.3 0.2 0.3 0.977
C -0.052 -1.235 0.535 0.1 0.0 0.1 -0.667
C -0.930 -0.965 -0.692 -0.3 -0.2 -0.1 -0.124
C -1.717 0.304 -0.315 -0.1 0.0 0.0 -0.687
C -0.510 1.119 0.223 0.1 0.1 0.0 -0.772
O 0.235 -0.404 -1.356 0.0 0.0 -0.2 -0.524
H 2.234 1.475 -0.011 -0.1 -0.2 0.0 0.345
H 2.644 -0.176 -0.523 -0.1 0.0 0.1 0.365
H 2.364 0.167 1.192 -0.1 0.1 -0.2 0.316
H -0.492 -1.214 1.537 0.0 0.0 -0.2 0.242
H 0.597 -2.102 0.400 -0.1 0.1 0.0 0.306
H -1.422 -1.754 -1.268 0.1 0.2 0.2 0.454
H -2.501 0.129 0.428 0.1 0.0 -0.1 0.302
H -2.166 0.758 -1.201 0.0 -0.1 0.1 0.302
H -0.308 2.013 -0.375 0.0 -0.1 0.1 0.374
H -0.599 1.419 1.273 0.0 -0.1 -0.2 0.303
```
Positions in Å, forces in eV/Å.

Computed, not measured: a 7-piece molecular cluster, C20H60N5O8 overall in a non-equilibrium geometry, with ωB97M-V with the def2-TZVPD basis set.

Computed properties:
E = -45531.7609 eV
energy above the lowest of the compared OMol25 structures with the same formula, charge and spin = 0.000 eV
2S+1 = 1
LUMO energy = -0.1169 Eh
Kohn-Sham gap = 7.746 eV
net charge = +1
highest occupied orbital energy = -0.4015 hartree

Structure (XYZ):
```
93
Properties=species:S:1:pos:R:3:forces:R:3:mulliken_charge:R:1
N 1.219 0.734 0.774 0.4 -0.8 0.5 -0.416
H 2.176 0.419 0.709 1.0 0.4 -0.2 0.309
H 1.064 1.683 0.465 0.1 0.4 -0.5 0.343
H 0.987 0.664 1.754 -0.5 0.0 0.7 0.319
H 0.724 0.025 0.252 -0.8 0.0 -0.4 0.390
C -0.402 1.918 5.473 0.6 0.5 -0.1 -0.366
C 1.112 2.316 5.641 -1.9 -0.3 0.2 -0.399
O 1.595 2.759 4.397 0.3 0.2 -0.5 -0.523
O -0.566 0.834 4.599 0.7 -1.5 -0.8 -0.519
H -0.989 2.686 4.969 0.5 1.0 0.6 0.222
H -0.891 1.686 6.419 0.4 0.2 0.4 0.335
H 1.774 1.526 5.996 -0.5 -0.5 0.2 0.327
H 1.148 3.115 6.381 -0.1 0.2 0.1 0.322
H 2.525 2.934 4.562 0.2 0.2 -0.4 0.308
H -1.504 0.676 4.472 0.0 0.0 0.1 0.306
C 6.001 -1.683 1.624 -0.2 2.3 -0.2 -0.393
C 4.957 -2.513 2.247 -0.4 -1.4 -1.5 -0.405
O 4.160 -3.134 1.195 -0.2 0.3 1.1 -0.492
O 5.386 -0.576 0.902 -0.1 -0.3 0.2 -0.475
H 6.612 -2.227 0.904 0.2 -0.3 0.3 0.302
H 6.577 -1.229 2.430 0.5 -0.3 0.0 0.346
H 4.259 -1.972 2.886 0.2 0.1 -0.1 0.270
H 5.513 -3.252 2.825 -0.4 -0.4 0.3 0.267
H 4.729 -3.483 0.505 0.2 0.0 0.1 0.302
H 6.000 0.160 0.953 0.0 0.0 -0.1 0.288
C 3.661 3.849 -3.444 0.2 -0.7 -0.2 -1.484
C 2.245 4.441 -3.326 1.5 -0.9 0.1 0.417
C 1.297 3.598 -4.186 0.6 1.3 0.2 -0.496
O 1.384 4.114 -5.490 -0.1 1.5 1.7 -0.331
C 0.437 3.530 -6.298 1.1 -1.2 -2.0 -0.790
N 1.870 4.434 -1.888 0.0 0.2 -0.8 -0.659
H 4.054 3.822 -4.461 -0.4 0.3 -0.2 0.347
H 3.614 2.800 -3.152 0.0 -0.1 0.2 0.311
H 4.462 4.293 -2.854 -0.3 0.4 0.3 0.379
H 2.321 5.457 -3.713 -0.6 0.1 -0.2 0.247
H 0.282 3.730 -3.812 -0.3 -0.3 0.1 0.348
H 1.604 2.552 -4.219 -0.2 -0.3 0.4 0.300
H 0.993 2.649 -6.621 -0.7 -0.8 -0.7 0.314
H 0.349 4.163 -7.181 -0.6 0.0 0.1 0.266
H -0.505 3.188 -5.869 -0.1 0.6 0.3 0.318
H 1.017 4.972 -1.846 -0.6 0.0 0.3 0.254
H 2.539 5.090 -1.510 0.3 -0.1 0.7 0.270
C 0.802 -3.432 -3.971 0.3 -0.3 -0.9 -1.442
C -0.667 -3.032 -4.038 0.1 -1.0 -2.5 0.298
C -1.536 -4.122 -4.736 -0.9 -0.2 -0.7 -0.756
O -2.951 -3.760 -4.805 1.2 0.3 1.3 -0.322
C -3.754 -4.696 -5.472 -0.3 0.0 -0.4 -0.742
N -1.127 -2.800 -2.708 -0.3 0.6 -0.1 -0.666
H 1.388 -2.690 -3.429 -0.2 -0.2 0.3 0.319
H 1.317 -3.547 -4.925 -0.4 0.3 -0.4 0.394
H 0.908 -4.439 -3.568 0.0 0.1 0.7 0.354
H -0.820 -2.219 -4.747 0.2 0.8 0.6 0.319
H -1.417 -5.080 -4.229 -0.1 -0.2 0.3 0.367
H -1.303 -4.275 -5.790 0.8 0.0 -0.1 0.399
H -3.526 -4.711 -6.538 0.1 0.0 -0.3 0.301
H -4.791 -4.380 -5.356 0.1 0.1 0.0 0.257
H -3.684 -5.726 -5.123 0.3 -0.1 0.4 0.307
H -2.121 -2.730 -2.872 -0.6 0.0 0.9 0.341
H -0.933 -3.697 -2.287 -0.4 -0.1 0.8 0.272
C -3.401 5.167 0.720 0.8 0.9 -0.4 -1.285
C -2.945 6.649 0.941 -1.6 -0.9 0.9 0.458
C -2.374 6.849 2.337 0.6 0.1 -0.6 -0.776
O -3.301 6.537 3.335 -0.4 -0.5 -1.7 -0.312
C -2.782 6.901 4.548 -0.4 0.0 1.1 -0.728
N -2.050 7.082 -0.086 1.4 -0.1 -0.7 -0.727
H -2.544 4.554 1.001 -0.1 -0.2 0.4 0.253
H -3.492 4.950 -0.344 -0.4 0.3 -0.1 0.407
H -4.311 4.862 1.236 0.2 0.2 0.1 0.299
H -3.728 7.394 0.796 -1.2 -0.6 1.0 0.332
H -1.968 7.858 2.409 -0.6 0.8 0.2 0.359
H -1.446 6.316 2.544 0.2 -0.9 -0.4 0.332
H -1.778 6.502 4.693 0.4 0.1 0.0 0.302
H -3.420 6.432 5.297 0.0 0.4 0.2 0.246
H -2.800 7.991 4.578 0.3 0.2 0.7 0.317
H -2.646 7.131 -0.900 0.3 -0.1 -0.5 0.257
H -1.887 8.054 0.134 0.5 0.3 -0.2 0.277
C 0.072 -7.651 2.487 -1.2 0.2 1.5 -1.400
C -0.998 -7.025 1.558 0.8 -0.8 0.9 0.428
C -1.828 -5.824 2.150 0.5 -1.1 0.1 -0.675
O -2.390 -5.974 3.486 0.3 -0.4 -0.8 -0.352
C -3.584 -6.777 3.586 0.2 0.6 -1.5 -0.707
N -0.290 -6.736 0.301 -0.9 0.5 -0.4 -0.612
H 0.667 -8.463 2.069 -0.1 0.3 -0.5 0.422
H -0.366 -8.082 3.387 -0.3 -0.1 0.1 0.307
H 0.717 -6.884 2.915 0.3 0.2 -0.4 0.342
H -1.733 -7.769 1.253 0.0 -0.3 0.3 0.231
H -2.599 -5.687 1.391 -0.3 0.5 0.2 0.320
H -1.144 -4.976 2.172 -0.3 0.2 0.3 0.329
H -3.436 -7.793 3.220 0.3 -0.3 0.6 0.286
H -4.324 -6.402 2.878 -0.2 0.4 -0.1 0.307
H -4.055 -6.698 4.566 0.7 -0.2 0.1 0.270
H 0.011 -7.661 0.029 0.1 0.0 -0.6 0.259
H 0.575 -6.234 0.446 0.1 0.3 0.4 0.253
```
Positions in Å, forces in eV/Å.